The following is a quantum chemistry calculation of a cluster of 2 separate species, CH3Cl2PS in total, from OMol25.

Structure (XYZ):
```
8
CH3Cl2PS | OMol25 | the ωB97M-V functional and the def2-TZVPD basis
C -0.23144 0.03167 -0.01718
P -4.82174 -0.17080 0.80916
S -1.98574 0.53357 0.14620
Cl -5.07061 -1.42363 -0.71493
Cl -5.05870 1.56772 0.01073
H 0.44043 0.85573 0.16542
H 0.13737 -0.85863 0.62345
H -0.25937 -0.15451 -1.02872
```

As for the charge: 0. Its spin multiplicity is 3. For the LUMO energy (alpha / beta), the calculation gives 0.78 / -2.13 eV. The frontier orbital gap (alpha / beta) is 8.20 / 6.97 eV. Its strongest force on any atom is 3.32 eV Å⁻¹. For the electronic energy, the calculation gives -46252.984 eV. The HOMO energy (alpha / beta) is -7.42 / -9.10 eV.

The following is a quantum chemistry calculation of an isolated molecule of CH3Cl3NP, from OMol25.

Structure (XYZ):
```
9
CH3Cl3NP | OMol25 | the ωB97M-V functional and the def2-TZVPD basis
C 0.05994 -0.18309 -0.36808
N 1.50544 -0.47223 -0.08109
P 2.10582 -1.84963 0.72090
Cl 4.03800 -1.92143 0.46055
Cl 2.01449 -1.94443 2.77578
Cl 1.53681 -3.67202 0.03068
H -0.65093 -0.81297 0.01437
H -0.06177 -0.19066 -1.41677
H -0.08242 0.79830 -0.03578
```

As for the charge: 0. For the LUMO energy, the calculation gives -0.19 eV. The SMILES is CN=P(Cl)(Cl)Cl. The frontier orbital gap is 8.80 eV. Its strongest force on any atom is 5.92 eV Å⁻¹. For the electronic energy, the calculation gives -49432.383 eV. The HOMO energy is -8.99 eV.

The following is a quantum chemistry calculation of a cluster of 2 separate species, CH3Cl3SSi in total, from OMol25.

Structure (XYZ):
```
9
CH3Cl3SSi | OMol25 | the ωB97M-V functional and the def2-TZVPD basis
Cl -2.84241 1.94912 -4.47036
Si -2.57060 2.32507 -2.54491
Cl -1.91991 4.19486 -2.35044
Cl -4.21766 1.99329 -1.59040
H -1.50370 1.72023 -1.69789
C 0.53316 -0.00408 1.18296
S 0.76716 0.05798 -0.43175
H 1.45565 -0.09065 1.68415
H -0.43338 0.19240 1.47878
```

As for the charge: 0. For the LUMO energy, the calculation gives -0.60 eV. The SMILES is Cl[SiH](Cl)Cl.C=S. The frontier orbital gap is 8.40 eV. Its strongest force on any atom is 4.19 eV Å⁻¹. For the electronic energy, the calculation gives -57368.193 eV. The HOMO energy is -9.00 eV.

The following is a quantum chemistry calculation of an isolated molecule of CH3ClFNS, from OMol25.

Structure (XYZ):
```
8
CH3ClFNS | OMol25 | the ωB97M-V functional and the def2-TZVPD basis
C -0.43236 0.82987 -0.08235
N -0.53203 -1.65586 0.24699
F -0.01540 1.81658 -0.92728
S 0.80883 -0.02685 0.85286
Cl 2.26455 0.09327 -0.59779
H -1.26508 1.30185 0.51194
H -0.88404 -0.00903 -0.70900
H 0.05553 -2.34982 0.70464
```

As for the charge: 0. For the LUMO energy (alpha / beta), the calculation gives -0.97 / -0.97 eV. The frontier orbital gap (alpha / beta) is 8.14 / 8.14 eV. Its strongest force on any atom is 4.00 eV Å⁻¹. For the electronic energy, the calculation gives -28646.199 eV. The HOMO energy (alpha / beta) is -9.11 / -9.11 eV.

The following is a quantum chemistry calculation of a structure of composition CH3ClHfNO2, from OMol25.

Structure (XYZ):
```
9
CH3ClHfNO2 | OMol25 | the ωB97M-V functional and the def2-TZVPD basis
Hf 2.46784 6.59188 0.75764
Cl -0.13905 4.01479 -1.76502
C -0.62895 -1.03169 0.34140
N 0.09403 -2.21628 -0.11096
O -0.63010 -3.03461 -0.62884
O 1.29302 -2.16664 0.00419
H 0.10098 -0.32974 0.74459
H -1.35770 -1.26193 1.11859
H -1.20007 -0.56574 -0.46160
```

As for the charge: +3. For the LUMO energy, the calculation gives -18.01 eV. The frontier orbital gap is 2.13 eV. Its strongest force on any atom is 4.30 eV Å⁻¹. For the electronic energy, the calculation gives -20448.591 eV. The HOMO energy is -20.14 eV.

The following is a quantum chemistry calculation of a structure of composition CH3ClIN, from OMol25.

Structure (XYZ):
```
7
CH3ClIN | OMol25 | the ωB97M-V functional and the def2-TZVPD basis
C 2.01196 -0.07992 0.41565
N -1.13505 -0.52543 -0.57459
Cl 1.48666 -0.18320 1.95344
I 1.51098 1.71512 -0.53435
H -1.07908 0.27267 -1.16318
H -2.08923 -0.93624 -0.36125
H -0.70624 -0.26301 0.26428
```

As for the charge: 0. For the LUMO energy, the calculation gives -1.22 eV. The frontier orbital gap is 7.77 eV. Its strongest force on any atom is 2.56 eV Å⁻¹. For the electronic energy, the calculation gives -23195.408 eV. The HOMO energy is -8.99 eV.

The following is a quantum chemistry calculation of a cluster of 2 separate species, CH3ClN2 in total, from OMol25.

Structure (XYZ):
```
7
CH3ClN2 | OMol25 | the ωB97M-V functional and the def2-TZVPD basis
C -0.15345 0.76479 0.77592
N 0.28036 -1.08652 -1.36497
N -0.19725 -1.34092 -0.32284
Cl 0.70942 1.19724 2.25654
H 0.28797 1.36112 -0.10927
H -1.24809 0.86031 0.93627
H 0.32104 -1.75601 -2.17166
```

As for the charge: 0. For the LUMO energy (alpha / beta), the calculation gives 0.29 / 0.29 eV. The frontier orbital gap (alpha / beta) is 8.68 / 8.78 eV. Its strongest force on any atom is 2.08 eV Å⁻¹. For the electronic energy, the calculation gives -16584.217 eV. The HOMO energy (alpha / beta) is -8.39 / -8.49 eV.

The following is a quantum chemistry calculation of an isolated molecule of CH3ClN2, from OMol25.

Structure (XYZ):
```
7
CH3ClN2 | OMol25 | the ωB97M-V functional and the def2-TZVPD basis
C -0.49001 -0.50183 -0.60479
N 0.40337 -0.00540 0.40213
N 0.49061 1.35549 0.60390
Cl 1.63791 1.62758 1.78061
H 0.20332 -1.36315 -1.02432
H -1.20149 0.11301 -1.21968
H -1.04372 -1.22570 0.06214
```

As for the charge: 0. For the LUMO energy, the calculation gives -0.12 eV. The SMILES is C/N=N/Cl. The frontier orbital gap is 10.12 eV. Its strongest force on any atom is 7.63 eV Å⁻¹. For the electronic energy, the calculation gives -16584.862 eV. The HOMO energy is -10.23 eV.

The following is a quantum chemistry calculation of an isolated molecule of CH3ClN2O2, from OMol25.

Structure (XYZ):
```
9
CH3ClN2O2 | OMol25 | the ωB97M-V functional and the def2-TZVPD basis
C -0.28957 -1.06551 0.06988
N 0.10407 0.31105 0.40956
Cl -1.25512 1.31146 1.61258
N 0.62297 1.06128 -0.56040
O 1.21520 0.42435 -1.41988
O 0.45261 2.24501 -0.42634
H 0.30353 -1.47167 0.88437
H -1.34236 -1.33688 0.22144
H 0.18868 -1.47908 -0.79121
```

As for the charge: 0. For the LUMO energy (alpha / beta), the calculation gives -2.31 / -2.31 eV. The SMILES is CN(Cl)[N+](=O)[O-]. The frontier orbital gap (alpha / beta) is 8.52 / 8.52 eV. Its strongest force on any atom is 3.78 eV Å⁻¹. For the electronic energy, the calculation gives -20677.071 eV. The HOMO energy (alpha / beta) is -10.83 / -10.83 eV.

The following is a quantum chemistry calculation of an isolated molecule of CH3ClN2O2, from OMol25.

Structure (XYZ):
```
9
CH3ClN2O2 | OMol25 | the ωB97M-V functional and the def2-TZVPD basis
C -1.15204 0.18906 0.00154
N 0.38065 0.40795 0.34382
Cl 1.04766 1.94607 0.14658
N 1.12543 -0.67842 -0.01148
O 0.46490 -1.65046 -0.18844
O 2.29087 -0.53042 -0.20996
H -0.97116 -0.67281 -0.61352
H -1.51466 -0.07383 1.02183
H -1.67165 1.06284 -0.49036
```

As for the charge: 0. For the LUMO energy, the calculation gives 0.30 eV. The SMILES is CN(Cl)[N+](=O)[O-]. The frontier orbital gap is 10.61 eV. Its strongest force on any atom is 3.08 eV Å⁻¹. For the electronic energy, the calculation gives -20677.866 eV. The HOMO energy is -10.30 eV.

The following is a quantum chemistry calculation of an isolated molecule of CH3ClN2S, from OMol25.

Structure (XYZ):
```
8
CH3ClN2S | OMol25 | the ωB97M-V functional and the def2-TZVPD basis
C 1.85682 1.04068 0.62454
N -0.23725 -0.37778 0.03476
N 0.80720 0.24775 -0.56802
S 2.90661 2.12828 0.16429
Cl 1.65724 0.32159 2.14439
H -0.21116 -1.38824 0.15139
H -0.80395 0.21069 0.65800
H 0.68276 0.81325 -1.35143
```

As for the charge: 0. Its spin multiplicity is 3. For the LUMO energy (alpha / beta), the calculation gives 0.85 / -2.92 eV. The frontier orbital gap (alpha / beta) is 7.29 / 6.56 eV. Its strongest force on any atom is 5.35 eV Å⁻¹. For the electronic energy, the calculation gives -27418.160 eV. The HOMO energy (alpha / beta) is -6.44 / -9.48 eV.

The following is a quantum chemistry calculation of a structure of composition CH3ClNO2S, from OMol25.

Structure (XYZ):
```
9
CH3ClNO2S | OMol25 | the ωB97M-V functional and the def2-TZVPD basis
C -1.39944 0.15739 -1.06579
N 0.99691 -1.08710 0.72385
O 0.45226 1.55312 1.12893
O 1.85558 0.59592 -0.81908
S 0.67220 0.52982 0.02716
Cl -2.43137 0.08604 0.32734
H -1.39897 1.19003 -1.65350
H 0.30553 -1.31566 1.40062
H 0.94731 -1.70958 -0.06952
```

As for the charge: -1. For the LUMO energy, the calculation gives 3.74 eV. The frontier orbital gap is 7.19 eV. Its strongest force on any atom is 3.20 eV Å⁻¹. For the electronic energy, the calculation gives -30026.572 eV. The HOMO energy is -3.44 eV.

The following is a quantum chemistry calculation of a cluster of 2 separate species, CH3ClNO2Si in total, from OMol25.

Structure (XYZ):
```
9
CH3ClNO2Si | OMol25 | the ωB97M-V functional and the def2-TZVPD basis
C 1.61553 0.72497 2.59367
N 0.70285 1.24096 2.02333
O 2.58647 0.30166 3.15080
O -0.09223 -0.09796 -0.53900
Si -0.85480 -0.80922 -1.66774
Cl -2.55621 0.32237 -2.57576
H 0.40969 1.04595 0.98747
H -1.72179 -1.79334 -1.10064
H -0.08952 -0.93540 -2.87213
```

As for the charge: -1. For the LUMO energy, the calculation gives 3.59 eV. The frontier orbital gap is 8.84 eV. Its strongest force on any atom is 2.16 eV Å⁻¹. For the electronic energy, the calculation gives -27074.670 eV. The HOMO energy is -5.25 eV.

The following is a quantum chemistry calculation of the ion CH3ClNO3S with charge -1, from OMol25.

Structure (XYZ):
```
10
CH3ClNO3S | OMol25 | the ωB97M-V functional and the def2-TZVPD basis
C -1.24427 -0.60787 -0.15715
N -0.34201 0.33238 -0.77088
O 0.75895 -0.37199 -1.39758
S 1.12749 0.49615 0.05805
O 1.52911 -0.58359 0.92180
O 2.07523 1.46789 -0.40535
Cl 0.51645 1.77666 1.79969
H -2.08616 -0.03868 0.23481
H -1.58235 -1.30256 -0.92685
H -0.75244 -1.16839 0.64344
```

As for the charge: -1. For the LUMO energy, the calculation gives 3.98 eV. The SMILES is CN1OS1(=O)([O-])Cl. The frontier orbital gap is 9.11 eV. Its strongest force on any atom is 1.55 eV Å⁻¹. For the electronic energy, the calculation gives -32074.674 eV. The HOMO energy is -5.13 eV.

The following is a quantum chemistry calculation of the ion CH3ClO2PS with charge -1, from OMol25.

Structure (XYZ):
```
9
CH3ClO2PS | OMol25 | the ωB97M-V functional and the def2-TZVPD basis
O -0.87229 -1.41321 -0.34519
P -1.75037 -0.26048 -0.71742
Cl -2.63628 0.08211 1.22509
S -0.25033 1.42082 -0.74482
C 1.00527 0.52430 0.20166
O 1.53628 -0.55141 -0.49737
H 1.92158 1.19788 0.59417
H 0.38258 0.11832 1.01219
H 0.66358 -1.11832 -0.72830
```

As for the charge: -1. For the LUMO energy, the calculation gives 3.68 eV. The SMILES is [O-]P(Cl)SCO. The frontier orbital gap is 7.93 eV. Its strongest force on any atom is 2.79 eV Å⁻¹. For the electronic energy, the calculation gives -37830.369 eV. The HOMO energy is -4.25 eV.

The following is a quantum chemistry calculation of a cluster of 2 separate species, CH3ClO2S in total, from OMol25.

Structure (XYZ):
```
8
CH3ClO2S | OMol25 | the ωB97M-V functional and the def2-TZVPD basis
O 0.16029 1.10565 -0.54597
C 0.17133 0.39830 -1.49675
O -0.04566 -0.86489 -1.54296
H 0.21882 0.84559 -2.44515
H -0.49214 -1.04491 -0.65069
S -0.30266 0.12957 1.68874
Cl -0.66289 -0.44003 3.62160
H 0.95289 -0.12927 1.37119
```

As for the charge: 0. For the LUMO energy, the calculation gives 0.48 eV. The SMILES is O=CO.SCl. The frontier orbital gap is 9.88 eV. Its strongest force on any atom is 3.21 eV Å⁻¹. For the electronic energy, the calculation gives -28537.629 eV. The HOMO energy is -9.40 eV.

The following is a quantum chemistry calculation of an isolated molecule of CH3ClO3S, from OMol25.

Structure (XYZ):
```
9
CH3ClO3S | OMol25 | the ωB97M-V functional and the def2-TZVPD basis
C 1.32430 -0.02664 -0.01609
O 0.19426 -0.75772 0.55750
S -1.21217 -0.28319 -0.08180
O -1.09844 0.02560 -1.47987
O -2.46113 -1.07953 0.34335
Cl -1.44647 1.50559 0.91681
H 2.14520 -0.57278 -0.21281
H 1.73859 0.70466 0.75776
H 0.81587 0.48399 -0.78484
```

As for the charge: 0. For the LUMO energy, the calculation gives -0.16 eV. The SMILES is COS(=O)(=O)Cl. The frontier orbital gap is 11.40 eV. Its strongest force on any atom is 6.14 eV Å⁻¹. For the electronic energy, the calculation gives -30583.761 eV. The HOMO energy is -11.57 eV.

The following is a quantum chemistry calculation of an isolated molecule of CH3ClO3S, from OMol25.

Structure (XYZ):
```
9
CH3ClO3S | OMol25 | the ωB97M-V functional and the def2-TZVPD basis
C 0.43075 0.09564 -0.82951
O 3.09622 2.15452 0.79359
O -0.79250 0.48451 -0.32248
O 1.49022 0.43680 0.10851
S 1.75512 2.03830 0.48633
Cl 0.68355 1.94130 2.26530
H -0.80373 0.40355 0.64611
H 0.62198 -0.99413 -0.97265
H 0.54164 0.72709 -1.85679
```

As for the charge: 0. For the LUMO energy, the calculation gives 0.16 eV. The frontier orbital gap is 10.81 eV. Its strongest force on any atom is 4.88 eV Å⁻¹. For the electronic energy, the calculation gives -30584.547 eV. The HOMO energy is -10.65 eV.

The following is a quantum chemistry calculation of an isolated molecule of CH3ClO3S2, from OMol25.

Structure (XYZ):
```
10
CH3ClO3S2 | OMol25 | the ωB97M-V functional and the def2-TZVPD basis
C 1.25789 -0.10093 0.27513
O -1.15614 -1.07372 1.61206
O -0.17478 0.85133 -1.94783
O -0.08210 2.15952 0.07648
S -1.92028 -0.37711 0.53925
S -0.13247 0.85034 -0.50364
Cl -2.17654 -1.56405 -1.12799
H 1.65732 0.54712 1.05267
H 0.81237 -0.95672 0.58145
H 1.91474 -0.33578 -0.55756
```

As for the charge: 0. For the LUMO energy, the calculation gives -1.11 eV. The frontier orbital gap is 8.80 eV. Its strongest force on any atom is 3.36 eV Å⁻¹. For the electronic energy, the calculation gives -41418.993 eV. The HOMO energy is -9.91 eV.

The following is a quantum chemistry calculation of a structure of composition CH3Co2FNO6P, from OMol25.

Structure (XYZ):
```
15
CH3Co2FNO6P | OMol25 | the ωB97M-V functional and the def2-TZVPD basis
Co -0.58178 1.07261 1.58954
Co 1.99735 1.26481 -0.09878
P 1.38117 2.66702 2.19151
O 2.37245 2.78383 3.30838
O -0.15194 2.69014 2.39481
O 1.41864 1.10623 1.81922
O 1.93852 3.01610 0.79637
F -0.04063 0.98630 -0.38484
C -0.65293 -1.89273 -1.76095
N -1.90392 -2.66671 -1.58029
O -2.06582 -3.18647 -0.49114
O -2.74495 -2.63072 -2.45211
H -0.72222 -1.18808 -2.57911
H 0.19032 -2.55580 -1.96345
H -0.43427 -1.46652 -0.78917
```

As for the charge: 0. Its spin multiplicity is 7. For the LUMO energy (alpha / beta), the calculation gives -2.27 / -2.31 eV. The frontier orbital gap (alpha / beta) is 7.15 / 7.10 eV. Its strongest force on any atom is 4.76 eV Å⁻¹. For the electronic energy, the calculation gives -102118.931 eV. The HOMO energy (alpha / beta) is -9.42 / -9.41 eV.